(1)
Below is C5H8N2O3 in the gas phase, with properties calculated with wB97M-V/def2-TZVPD.

LUMO in eV: 0.72
SMILES: CC1(C)O/C(=N/N)OC1=O
Energy relative to the best compared isomer or geometry (same formula, charge and spin) in kcal per mole: 46.3

Geometry as XYZ:
```
18
C5H8N2O3, DFT wB97M-V/def2-TZVPD
C -0.161 1.263 -1.670
C 0.207 0.482 -0.412
C 0.041 1.340 0.852
O -0.658 -0.677 -0.277
C -0.011 -1.800 0.129
N -0.666 -2.879 0.507
N -0.005 -4.030 0.811
O 1.421 -1.413 -0.009
C 1.663 -0.028 -0.429
O 2.724 0.436 -0.618
H -0.220 0.603 -2.531
H 0.594 2.024 -1.856
H -1.128 1.744 -1.538
H -1.013 1.569 0.987
H 0.609 2.262 0.768
H 0.390 0.790 1.725
H 0.981 -3.938 1.040
H -0.530 -4.558 1.496
```

(2)
Below is C5H8N2O3 in the gas phase, with properties calculated with wB97M-V/def2-TZVPD.

LUMO in eV: 0.49
SMILES: [H]/N=C(/O)[C@@H]1CN1C(=O)CO
Energy relative to the best compared isomer or geometry (same formula, charge and spin) in kcal per mole: 46.6

Geometry as XYZ:
```
18
C5H8N2O3, DFT wB97M-V/def2-TZVPD
H -0.657 1.161 1.198
N -1.598 1.361 0.868
C -1.937 0.671 -0.149
O -3.223 0.703 -0.492
C -1.260 -0.538 -0.729
C -0.523 -1.495 0.180
N 0.166 -0.625 -0.721
C 1.146 0.303 -0.574
O 1.137 1.385 -1.138
C 2.308 -0.101 0.311
O 3.338 0.837 0.227
H -3.701 0.801 0.401
H -1.765 -0.943 -1.608
H -0.523 -2.556 -0.074
H -0.499 -1.251 1.245
H 2.660 -1.101 0.012
H 1.928 -0.188 1.346
H 3.003 1.575 -0.305
```

(3)
Below is C5H8N2OS in the gas phase, with properties calculated with wB97M-V/def2-TZVPD.

LUMO in eV: 0.40
Energy relative to the best compared isomer or geometry (same formula, charge and spin) in kcal per mole: 120.9

Geometry as XYZ:
```
17
C5H8N2OS, DFT wB97M-V/def2-TZVPD
C 0.426 1.879 -1.180
C 1.248 1.451 -0.099
C -0.758 1.290 -1.444
C -2.520 -0.505 -1.744
C 1.745 -1.600 2.127
N 1.269 0.463 0.709
N -1.780 0.709 -1.428
O -0.551 -0.411 2.213
S 0.337 -0.877 1.156
H 0.928 2.698 -1.811
H 2.217 2.159 -0.072
H -1.828 -1.345 -2.060
H -2.839 -0.889 -0.734
H -3.419 -0.128 -2.365
H 1.939 -0.680 2.711
H 2.348 -1.871 1.265
H 1.237 -2.345 2.754
```

(4)
Below is a gas-phase ion, C5H8N2PS (charge +1), with properties calculated with wB97M-V/def2-TZVPD.

LUMO in eV: -3.67
Energy relative to the best compared isomer or geometry (same formula, charge and spin) in kcal per mole: 0.0
Net charge: +1

Geometry as XYZ:
```
17
C5H8N2PS, DFT wB97M-V/def2-TZVPD
C -2.103 -0.004 -0.038
C 0.339 0.851 -0.012
C 1.695 -1.041 -0.040
C 2.544 0.276 0.029
C -3.527 0.058 0.071
N 0.296 -0.597 -0.028
N 1.552 1.363 0.070
P -1.187 -1.404 0.096
S -1.217 1.556 -0.077
H 1.873 -1.754 -0.803
H 1.955 -1.510 0.963
H 2.999 0.200 1.042
H 3.385 0.585 -0.655
H -4.017 0.774 0.710
H -3.789 -0.955 0.302
H -3.800 0.420 -0.872
H 1.736 2.257 0.344
```

(5)
Below is C5H8N2S in the gas phase, with properties calculated with wB97M-V/def2-TZVPD.

LUMO in eV: 0.59
SMILES: C#C[C@@H](C)N(N)C=S
Energy relative to the best compared isomer or geometry (same formula, charge and spin) in kcal per mole: 87.1

Geometry as XYZ:
```
16
C5H8N2S, DFT wB97M-V/def2-TZVPD
C -0.615 1.058 -2.468
C -0.109 0.606 -1.465
C 0.530 0.105 -0.214
C 1.313 1.143 0.570
N -0.449 -0.753 0.487
N -0.164 -2.114 0.420
C -1.596 -0.397 1.047
S -2.229 1.168 1.055
H -1.116 1.472 -3.379
H 1.234 -0.647 -0.523
H 1.791 0.704 1.454
H 2.024 1.653 -0.058
H 0.547 1.882 0.884
H 0.619 -2.362 1.094
H 0.216 -2.300 -0.537
H -1.997 -1.218 1.632
```

(6)
Below is C5H8N2S in the gas phase, with properties calculated with wB97M-V/def2-TZVPD.

LUMO in eV: 0.79
SMILES: [H]/N=C1\N[C@H]2CS[C@@H]1C2
Energy relative to the best compared isomer or geometry (same formula, charge and spin) in kcal per mole: 6.1

Geometry as XYZ:
```
16
C5H8N2S, DFT wB97M-V/def2-TZVPD
H -3.110 -0.570 -0.105
N -2.594 0.141 -0.583
C -1.387 0.134 -0.191
N -0.745 -0.629 0.785
C 0.679 -0.353 0.775
C 1.367 -0.973 -0.463
S 0.685 -0.045 -1.888
C -0.302 1.023 -0.740
C 0.641 1.167 0.471
H -1.034 -1.602 0.895
H 1.126 -0.617 1.735
H 2.440 -0.852 -0.408
H 1.118 -2.061 -0.515
H -0.655 1.943 -1.268
H 0.158 1.723 1.290
H 1.613 1.570 0.210
```

(7)
Below is C5H8N2S in the gas phase, with properties calculated with wB97M-V/def2-TZVPD.

LUMO in eV: -0.37
SMILES: C=NN/C(C)=C\C=S
Energy relative to the best compared isomer or geometry (same formula, charge and spin) in kcal per mole: 53.7

Geometry as XYZ:
```
16
C5H8N2S, DFT wB97M-V/def2-TZVPD
C 2.449 -1.614 0.004
N 1.810 -0.500 -0.006
N 0.465 -0.560 -0.002
C -0.298 0.579 -0.005
C 0.465 1.876 -0.002
C -1.655 0.558 -0.002
C -2.494 -0.603 -0.002
S -4.125 -0.622 0.001
H 1.940 -2.598 -0.016
H 3.522 -1.602 0.020
H 0.020 -1.454 0.007
H 1.136 1.958 0.885
H -0.234 2.723 0.000
H 1.112 1.919 -0.877
H -2.164 1.531 0.004
H -1.948 -1.590 -0.008
```

(8)
Below is a molecular structure, C5H8N2S, with properties calculated with wB97M-V/def2-TZVPD.

LUMO in eV: 0.22
Energy relative to the best compared isomer or geometry (same formula, charge and spin) in kcal per mole: 209.3

Geometry as XYZ:
```
16
C5H8N2S, DFT wB97M-V/def2-TZVPD
C -1.802 0.014 0.038
C -0.162 0.383 0.026
C 1.883 -0.397 -0.592
C 1.799 -1.584 0.346
C 0.851 -0.391 0.737
H -1.747 1.949 -1.122
H -2.330 1.876 0.931
H -2.018 -0.641 -0.774
H -2.203 -0.398 1.006
H 0.990 -0.761 -1.392
H 2.676 -1.873 1.009
H 1.017 -2.503 -0.169
H 1.143 0.215 1.512
N -2.420 1.240 -0.291
N 0.212 1.514 -0.534
S 2.111 1.357 -0.730
```

(9)
Below is a molecular structure, C5H8N4, with properties calculated with wB97M-V/def2-TZVPD.

LUMO in eV: 0.28
Energy relative to the best compared isomer or geometry (same formula, charge and spin) in kcal per mole: 218.4

Geometry as XYZ:
```
17
C5H8N4, DFT wB97M-V/def2-TZVPD
C 0.749 2.277 -1.261
C -1.116 0.723 -0.779
C -0.359 -2.268 0.612
C 0.644 -1.514 1.436
C 1.186 -0.258 1.030
H 0.059 3.216 -0.417
H 0.392 2.416 -2.587
H 2.132 2.213 -0.935
H -1.786 1.401 -1.276
H -2.479 -2.271 -0.007
H -0.455 -3.192 1.217
H 1.186 -2.007 2.135
H 2.079 -0.269 1.744
N 0.257 0.877 -0.790
N -1.929 -0.289 -0.277
N -1.503 -1.729 -0.095
N 0.942 0.674 0.251
```

(10)
Below is C5H8N4O2 in the gas phase, with properties calculated with wB97M-V/def2-TZVPD.

LUMO in eV: -0.55
SMILES: O=C(O)/C=N\NC1=NCCN1
Energy relative to the best compared isomer or geometry (same formula, charge and spin) in kcal per mole: 134.0

Geometry as XYZ:
```
19
C5H8N4O2, DFT wB97M-V/def2-TZVPD
O -1.294 -3.850 0.664
C -1.185 -2.655 0.490
O -1.954 -2.105 -0.526
C -0.338 -1.834 1.318
N 0.184 -0.643 1.061
N 0.077 -0.223 -0.207
C 0.649 1.120 -0.494
N 0.740 1.602 -1.640
C 1.178 2.992 -1.403
C 1.021 3.234 0.154
N 0.976 1.844 0.612
H -1.895 -0.932 -0.372
H 0.184 -2.237 2.338
H 0.352 -0.822 -0.931
H 2.350 3.282 -1.533
H 0.846 3.548 -2.118
H 0.101 3.837 0.159
H 1.836 3.937 0.865
H 0.418 1.827 1.319
```

(11)
Below is C5H8N4S in the gas phase, with properties calculated with wB97M-V/def2-TZVPD.

LUMO in eV: -0.20
Energy relative to the best compared isomer or geometry (same formula, charge and spin) in kcal per mole: 146.2

Geometry as XYZ:
```
18
C5H8N4S, DFT wB97M-V/def2-TZVPD
C -1.392 0.869 0.189
C 2.001 1.361 -0.239
C 0.735 -1.193 -0.384
C 2.176 -1.346 -0.061
C -2.782 1.485 -0.028
N -0.340 1.599 -0.384
N 0.821 1.321 -0.164
N -1.332 -0.375 0.669
N 0.001 -0.829 0.831
S 3.184 0.197 0.107
H 0.518 -0.462 -1.141
H 0.494 -2.152 -0.865
H 2.307 -1.885 0.857
H 2.599 -1.879 -0.882
H -3.349 1.252 0.886
H -2.697 2.525 0.051
H -3.172 1.079 -0.924
H 0.227 -1.565 1.482
```

(12)
Below is a gas-phase ion, C5H8N5O5 (charge +1), with properties calculated with wB97M-V/def2-TZVPD.

LUMO in eV: -3.67
SMILES: N/C(O)=[NH+]/NC1(O)C(=O)NC(=O)NC1=O
Net charge: +1

Geometry as XYZ:
```
23
C5H8N5O5, DFT wB97M-V/def2-TZVPD
N 3.594 -0.259 -0.682
C 2.561 -0.145 0.130
O 2.562 0.799 1.011
N 1.542 -1.002 0.069
N 0.559 -0.863 1.038
C -0.921 -0.520 0.511
O -1.851 -1.286 1.150
C -0.998 0.989 0.849
O -0.195 1.518 1.577
N -2.039 1.623 0.255
C -2.664 1.207 -0.924
O -3.536 1.825 -1.442
N -2.095 0.069 -1.499
C -1.102 -0.718 -1.002
O -0.449 -1.485 -1.659
H 3.654 -0.986 -1.377
H 4.365 0.386 -0.585
H 1.705 0.870 1.508
H 1.427 -1.680 -0.684
H 0.463 -1.730 1.569
H -1.925 -1.069 2.088
H -2.256 2.573 0.549
H -2.403 -0.117 -2.451
```

no.,largest force on an atom (Eh/bohr),gap between HOMO and LUMO (eV)
1,0.1001,9.11
2,0.0555,10.76
3,0.0536,8.48
4,0.0952,8.90
5,0.0437,8.75
6,0.0212,9.51
7,0.0232,7.78
8,0.1208,8.39
9,0.1726,8.30
10,0.1583,8.58
11,0.0674,7.50
12,0.0627,10.62